This record from the OMol25 dataset describes a 3-piece molecular cluster, C19H43N4O2PS overall at a distorted geometry. The level of theory is the ωB97M-V functional and the def2-TZVPD basis.

Summary:
E_tot, eV: -50575.3279
SMILES: C=CCP(C)(CC)(N=C=S)ON=O.CCN(CC)CC.CCN(CC)CC
Highest occupied orbital energy, Ha: -0.2990
Frontier orbital gap, eV: 8.428

XYZ file:
```
70
C19H43N4O2PS the ωB97M-V functional and the def2-TZVPD basis
C -5.46779 -3.02833 -2.27775
H 2.44974 2.98073 2.29973
N 2.98535 -1.71799 4.71970
C -4.49038 -1.78742 -2.31107
O -4.10183 1.73626 -2.42440
H 4.37642 -1.45023 6.23456
H -0.88007 2.93550 0.41460
N 1.69429 2.48833 -1.02793
C 4.16638 0.04438 3.28926
N -3.47744 0.85526 -2.91892
H 4.04650 3.98084 -0.53598
P -3.86123 -1.50353 -4.05568
H -1.72747 2.97131 -1.11847
C -3.49325 -3.82376 -5.24948
C 3.65263 3.93514 -1.55280
S -3.79536 -4.65600 -6.60306
H 1.80425 1.17876 0.59111
H 0.97827 -2.13720 5.02514
H 0.13964 2.24155 -2.37209
C -1.01751 -2.53494 -2.54007
H 1.92098 4.19888 1.14633
H 3.71754 -1.99755 2.78755
H 1.43834 -1.38208 7.06440
H 3.91977 4.87237 -2.04460
C 2.14046 3.75730 -1.57388
H -5.09703 -0.93652 -1.96386
C -0.75482 3.13730 -0.64878
H -6.11330 -2.87038 -1.38715
C -5.16752 -1.53232 -5.37130
H -0.06901 -0.18506 4.24992
H -0.57594 -0.47635 -2.87224
H 1.81833 3.81434 -2.61783
H -4.94186 -3.97790 -2.11357
H -0.50809 4.19219 -0.77631
H 1.68271 4.61590 -1.06044
C 1.59310 -1.56445 4.32506
H -0.77451 -2.48271 -1.46876
H 3.24449 2.08119 0.28573
N -3.52904 -3.31427 -4.15589
H 4.26931 0.70078 4.15446
O -4.19289 0.26620 -3.92053
H 0.77396 3.01302 1.78586
H 5.07975 0.14253 2.69742
H -5.75743 -0.60522 -5.23424
C 2.15526 2.17831 0.31647
H 4.92918 -1.81804 4.01674
H -3.65360 -2.03492 -1.63919
H -4.75743 -1.48887 -6.39156
H 4.15080 3.12136 -2.08273
H 0.06792 1.18215 -0.99735
H -1.93907 -0.10567 -4.82897
H 2.84944 -1.30463 8.10816
C 3.96400 -1.42132 3.68416
C 3.34085 -1.17248 6.01729
H 3.30482 -0.07284 6.03134
H -5.88521 -2.35840 -5.22782
H 2.51154 -2.78563 7.20644
H -1.67886 -1.79650 -5.22971
C 1.79739 3.15555 1.44016
H 1.32927 0.47772 5.08670
C 2.47939 -1.69578 7.15860
H -1.11562 -3.47803 -3.08855
H -6.15304 -3.04772 -3.14003
C 0.28776 2.21479 -1.28647
C 1.02291 -0.14356 4.24379
H 1.31461 0.35868 3.32128
C -2.06044 -1.12618 -4.42761
H 3.34783 0.40939 2.66894
H 1.44321 -2.06425 3.36391
C -1.15128 -1.35901 -3.19774
```

Atomic charges from the Mulliken analysis, expressed in e, are listed below: number 1, C, carries -1.132; number 2, H, carries 0.369; number 3, N, carries 0.140; number 4, C, carries -0.603; number 5, O, carries -0.450; number 6, H, carries 0.432; number 7, H, carries 0.240; number 8, N, carries 0.214; number 9, C, carries -0.591; number 10, N, carries 0.100; number 11, H, carries 0.273; number 12, P, carries 1.481; number 13, H, carries 0.331; number 14, C, carries 0.311; number 15, C, carries -1.411; number 16, S, carries -0.315; number 17, H, carries 0.323; number 18, H, carries 0.349; number 19, H, carries 0.391; number 20, C, carries -0.723; number 21, H, carries 0.346; number 22, H, carries 0.370; number 23, H, carries 0.295; number 24, H, carries 0.436; number 25, C, carries -0.323; number 26, H, carries 0.449; number 27, C, carries -1.028; number 28, H, carries 0.405; number 29, C, carries -1.402; number 30, H, carries 0.411; number 31, H, carries 0.249; number 32, H, carries 0.446; number 33, H, carries 0.313; number 34, H, carries 0.258; number 35, H, carries 0.279; number 36, C, carries -0.790; number 37, H, carries 0.277; number 38, H, carries 0.304; number 39, N, carries -0.390; number 40, H, carries 0.284; number 41, O, carries -0.482; number 42, H, carries 0.250; number 43, H, carries 0.468; number 44, H, carries 0.422; number 45, C, carries -0.719; number 46, H, carries 0.374; number 47, H, carries 0.272; number 48, H, carries 0.383; number 49, H, carries 0.328; number 50, H, carries 0.216; number 51, H, carries 0.438; number 52, H, carries 0.433; number 53, C, carries -0.838; number 54, C, carries -0.279; number 55, H, carries 0.227; number 56, H, carries 0.373; number 57, H, carries 0.329; number 58, H, carries 0.558; number 59, C, carries -1.029; number 60, H, carries 0.241; number 61, C, carries -1.442; number 62, H, carries 0.284; number 63, H, carries 0.260; number 64, C, carries -0.483; number 65, C, carries -0.489; number 66, H, carries -0.143; number 67, C, carries -0.946; number 68, H, carries -0.136; number 69, H, carries 0.350; number 70, C, carries -0.140